(1)
The following is a DFT calculation (the ωB97M-V functional and the def2-TZVPD basis) of 3 unconnected molecules or ions with the total composition C3H12N2O in a non-equilibrium geometry.

Summary:
HOMO-LUMO gap	10.091	eV
E_HOMO	-9.31	eV

CARTESIAN COORDINATES (ANGSTROEM)
C 1.845 -0.008 -0.372
C 1.779 -1.276 -0.774
H 1.036 0.615 -0.742
H 2.548 0.337 0.371
H 1.420 -1.544 -1.761
H 2.403 -2.048 -0.332
N -0.716 -0.038 -2.490
C -1.754 0.749 -1.825
O -1.699 0.826 -0.426
H -0.632 0.296 -3.426
H -0.715 -1.008 -2.242
H -2.717 0.338 -2.172
H -1.673 1.782 -2.147
H -1.091 0.204 -0.014
N 0.117 0.015 4.802
H 0.099 1.023 4.986
H 0.610 -0.027 3.913
H -0.858 -0.235 4.651

Forces on the atoms, in the same order (eV/Å):
C -1.1 -0.7 -0.1
C 1.7 -0.1 -0.3
H 0.8 0.7 -0.4
H -0.3 0.0 0.4
H -1.0 0.0 0.4
H 0.2 0.1 0.0
N 0.1 1.7 1.8
C -0.2 -0.7 -0.8
O 0.0 -0.2 0.5
H 0.3 -0.7 -0.6
H -0.2 -0.3 -0.8
H -0.2 0.3 0.6
H 0.0 0.1 -0.5
H 0.0 -0.1 -0.4
N 0.0 0.8 -0.1
H 0.0 -0.4 0.2
H -0.2 -0.4 0.0
H 0.2 -0.1 -0.2

=====

(2)
The following is a DFT calculation (the ωB97M-V functional and the def2-TZVPD basis) of 2 unconnected molecules or ions with the total composition C3H12N2O in a non-equilibrium geometry.

Summary:
HOMO-LUMO gap	9.632	eV
E_HOMO	-8.69	eV

CARTESIAN COORDINATES (ANGSTROEM)
C -1.144 1.822 -0.275
N -0.613 0.559 0.000
C -0.039 -0.303 -1.073
C 0.158 -1.806 -0.643
N 0.430 -2.015 0.771
H -2.278 1.798 -0.217
H -0.981 2.234 -1.376
H -0.800 2.658 0.427
H -1.096 0.139 0.763
H -0.666 -0.304 -1.939
H 0.951 0.041 -1.314
H -0.813 -2.428 -0.810
H 0.906 -2.343 -1.210
H 1.390 -2.160 1.139
H -0.057 -1.354 1.302
O 1.563 0.938 1.778
H 0.958 0.852 1.013
H 2.129 1.673 1.663

Forces on the atoms, in the same order (eV/Å):
C -1.9 3.3 -1.9
N 1.9 -1.4 -0.5
C -0.1 -1.0 1.5
C -2.1 -0.8 0.8
N 1.4 -1.2 -0.2
H 1.0 0.2 0.0
H 0.1 -1.1 2.2
H -0.3 -1.1 -0.8
H -0.3 -0.7 0.1
H -0.4 0.2 -0.8
H 0.4 0.6 -0.3
H 1.3 1.3 -0.2
H 0.3 0.4 -0.4
H -1.1 0.6 -0.9
H -0.4 0.8 1.2
O -0.7 -1.3 0.4
H 0.1 0.2 0.1
H 0.7 1.1 -0.4

=====

(3)
The following is a DFT calculation (the ωB97M-V functional and the def2-TZVPD basis) of 2 unconnected molecules or ions with the total composition C3H12N2O in a non-equilibrium geometry.

Summary:
HOMO-LUMO gap (spin up / spin down)	11.966 / 6.253	eV
spin multiplicity	2
total charge	+1
E_HOMO (spin up / spin down)	-14.96 / -14.50	eV

CARTESIAN COORDINATES (ANGSTROEM)
N -0.062 0.562 1.178
C -0.171 0.412 -0.236
C -1.441 1.088 -0.730
C 1.239 0.802 -0.857
N 2.218 -0.171 -0.550
H 0.909 0.663 1.453
H -0.584 1.396 1.464
H -0.313 -0.623 -0.524
H -1.491 1.035 -1.808
H -2.320 0.657 -0.260
H -1.440 2.152 -0.470
H 1.497 1.771 -0.421
H 1.193 1.010 -1.924
H 2.633 -0.580 -1.374
H 2.947 0.165 0.061
H -1.098 -2.874 0.425
H -2.358 -2.262 0.599
O -1.534 -2.337 1.111

Forces on the atoms, in the same order (eV/Å):
N 0.8 1.5 -1.6
C -1.9 -0.4 0.2
C 0.7 1.0 0.1
C 0.9 0.9 0.3
N 0.2 0.5 -0.2
H 0.0 -0.7 0.8
H -0.2 -0.6 0.6
H 0.5 -0.6 0.2
H -0.2 -0.2 -0.2
H 0.0 -0.3 -0.1
H 0.0 0.0 0.0
H -0.1 0.0 0.1
H -0.7 -0.5 -0.2
H 0.0 -0.5 0.0
H 0.1 -0.2 0.1
H 0.6 -0.1 0.8
H -0.3 0.3 0.9
O -0.3 -0.3 -1.7

=====

(4)
The following is a DFT calculation (the ωB97M-V functional and the def2-TZVPD basis) of a molecular structure, C3H12N2O2 in a non-equilibrium geometry.

Summary:
HOMO-LUMO gap	8.674	eV
E_HOMO	-8.81	eV

CARTESIAN COORDINATES (ANGSTROEM)
C 0.625 -1.017 -0.025
C -1.762 -0.545 -0.160
C 1.721 -1.980 -0.463
N -0.681 -1.459 -0.495
H -0.647 -1.599 -1.499
H 0.589 -0.996 1.073
H 0.872 0.003 -0.368
H -2.697 -0.906 -0.590
H -1.882 -0.511 0.927
H -1.594 0.487 -0.508
H 2.690 -1.674 -0.068
H 1.795 -2.012 -1.552
H 1.503 -2.989 -0.113
N 0.382 2.869 -0.068
O -0.049 2.211 1.587
O -0.878 2.770 -0.429
H -0.946 2.173 0.868
H 0.410 1.356 1.557
H 0.549 3.817 0.326

Forces on the atoms, in the same order (eV/Å):
C 0.0 -0.1 0.0
C 0.1 0.2 0.0
C -0.1 0.1 0.0
N 0.1 -0.1 0.0
H 0.0 0.0 0.1
H 0.0 0.0 0.0
H 0.0 0.0 0.0
H 0.0 0.0 0.0
H 0.0 -0.1 0.0
H 0.0 -0.2 0.0
H 0.0 0.0 0.0
H 0.0 0.0 0.0
H 0.0 0.0 0.0
N -1.7 0.1 -1.0
O -1.5 -0.3 -0.7
O 1.9 0.7 -0.3
H 1.8 -0.2 2.0
H -0.3 -0.1 0.0
H -0.3 -0.1 -0.1

=====

(5)
The following is a DFT calculation (the ωB97M-V functional and the def2-TZVPD basis) of 3 unconnected molecules or ions with the total composition C3H12N2O2 in a non-equilibrium geometry.

Summary:
HOMO-LUMO gap	8.610	eV
E_HOMO	-8.06	eV

CARTESIAN COORDINATES (ANGSTROEM)
C -1.889 -1.607 -2.221
C -1.020 -0.915 -1.121
N -1.021 -1.582 0.164
C -0.619 0.371 -1.244
N -0.101 1.042 -0.126
H -1.753 -2.626 -2.040
H -2.856 -1.193 -2.155
H -1.487 -1.634 -3.223
H -1.476 -0.831 0.745
H -1.875 -2.317 0.239
H -0.855 0.786 -2.218
H 0.842 0.683 0.020
H -0.221 2.088 -0.016
O 4.554 2.644 2.186
H 4.899 1.936 1.558
H 4.615 2.163 3.058
O -0.041 0.468 2.488
H -0.594 0.373 1.676
H 0.900 0.152 2.228

Forces on the atoms, in the same order (eV/Å):
C 3.0 0.9 0.7
C -1.3 0.3 -0.8
N -3.5 -0.4 0.5
C -1.3 -1.9 -0.6
N 0.3 1.3 0.0
H -0.9 -1.9 0.8
H -1.3 -0.1 -0.1
H 0.1 1.1 -0.5
H 1.0 -0.9 0.0
H 2.8 1.8 -0.8
H 0.5 0.6 0.1
H -0.2 0.9 0.4
H 0.5 -2.0 -0.6
O 0.8 -2.4 0.2
H -0.7 1.5 1.1
H -0.2 0.9 -1.2
O 1.8 -0.9 -0.3
H 1.2 0.3 0.7
H -2.7 0.7 0.6

=====

(6)
The following is a DFT calculation (the ωB97M-V functional and the def2-TZVPD basis) of 3 unconnected molecules or ions with the total composition C3H12N2O2 in a non-equilibrium geometry.

Summary:
HOMO-LUMO gap	8.600	eV
E_HOMO	-7.85	eV

CARTESIAN COORDINATES (ANGSTROEM)
C -0.042 0.046 -0.823
C -0.141 0.628 0.601
N -0.628 1.894 0.954
C 0.312 -0.258 1.503
N 0.321 0.008 2.901
H -0.574 0.703 -1.506
H 1.012 -0.180 -0.989
H -0.425 -0.959 -0.868
H -0.396 2.641 0.319
H -0.390 2.132 1.907
H 0.822 -1.139 1.093
H -0.452 -0.454 3.374
H 1.210 -0.163 3.346
O 2.388 -1.783 -3.952
H 2.503 -1.614 -4.893
H 2.558 -0.930 -3.541
O -2.783 -0.531 -0.024
H -2.802 0.404 -0.293
H -2.496 -0.445 0.891

Forces on the atoms, in the same order (eV/Å):
C 0.1 0.9 0.9
C 1.0 -1.6 0.3
N -0.3 -0.4 -0.6
C 0.3 0.4 -0.1
N -0.5 0.3 0.0
H 0.5 -0.2 -0.6
H 0.2 1.0 -0.7
H -0.9 0.0 0.1
H 0.0 -0.1 -0.2
H 0.0 -0.1 0.1
H -0.5 0.0 0.4
H 0.5 0.0 0.1
H -0.1 -0.2 0.1
O 0.0 0.1 -0.1
H 0.0 -0.1 0.0
H 0.0 0.0 0.1
O -0.4 0.7 0.0
H -0.1 -0.5 0.0
H 0.1 -0.2 0.1

=====

(7)
The following is a DFT calculation (the ωB97M-V functional and the def2-TZVPD basis) of 2 unconnected molecules or ions with the total composition C3H12N2O2 in a non-equilibrium geometry.

Summary:
HOMO-LUMO gap	9.622	eV
E_HOMO	-8.89	eV

CARTESIAN COORDINATES (ANGSTROEM)
N 1.641 -0.559 -0.066
C 0.240 -0.922 -0.283
C -0.822 0.021 0.267
N -0.936 -0.145 1.714
C -2.155 -0.365 -0.395
O -3.334 -0.104 0.372
H 1.912 0.228 -0.637
H 1.767 -0.348 0.899
H 0.102 -0.974 -1.371
H 0.076 -1.937 0.081
H -0.644 1.068 0.084
H -0.378 -0.847 2.170
H -1.887 -0.235 2.032
H -2.178 -1.448 -0.518
H -2.258 -0.015 -1.416
H -3.332 0.843 0.558
O 3.923 1.583 -1.056
H 4.658 2.050 -0.643
H 3.603 2.106 -1.793

Forces on the atoms, in the same order (eV/Å):
N -0.7 -0.6 -0.4
C 0.7 0.7 -1.1
C -1.0 -1.2 0.9
N 0.0 0.5 0.5
C -0.4 -1.2 0.1
O 0.5 0.6 -0.1
H 0.1 0.1 0.2
H 0.4 0.4 0.6
H 0.0 -0.1 0.0
H -0.2 0.1 0.2
H 0.5 0.4 -0.4
H 0.2 -0.2 -0.4
H -0.1 0.0 -0.1
H 0.1 -0.2 0.2
H 0.1 0.7 -0.2
H -0.3 0.0 0.0
O 0.0 -0.3 0.3
H -0.2 0.1 -0.3
H 0.2 0.3 0.0

=====

(8)
The following is a DFT calculation (the ωB97M-V functional and the def2-TZVPD basis) of 2 unconnected molecules or ions with the total composition C3H12N2O2 in a non-equilibrium geometry.

Summary:
HOMO-LUMO gap	9.943	eV
E_HOMO	-9.10	eV

CARTESIAN COORDINATES (ANGSTROEM)
N -0.923 0.644 -0.585
C 0.250 0.971 0.301
C 0.887 -0.300 0.852
N -0.047 -1.294 1.285
C 2.141 -0.060 1.762
O 3.035 -1.134 1.592
H -0.804 -0.339 -0.764
H -1.780 0.873 -0.095
H 0.911 1.618 -0.283
H -0.076 1.677 1.068
H 1.396 -0.823 0.010
H -0.597 -0.956 2.061
H 0.352 -2.192 1.504
H 1.841 0.014 2.813
H 2.564 0.939 1.569
H 3.748 -0.925 0.961
O -4.589 0.385 -4.446
H -3.682 0.192 -4.264
H -4.626 0.710 -5.342

Forces on the atoms, in the same order (eV/Å):
N 1.4 0.9 0.6
C -1.5 0.4 -0.6
C 2.5 -0.4 -1.0
N -1.0 0.4 0.4
C -1.2 0.8 -0.1
O 0.9 -0.1 0.1
H -0.9 -0.3 0.0
H 0.0 -0.6 -0.2
H 0.6 -0.6 0.0
H -0.2 -0.3 0.5
H -0.3 0.6 -0.1
H -0.1 -0.2 0.3
H 0.3 0.1 0.1
H 0.0 -0.4 0.0
H 0.2 -0.4 -0.4
H -0.7 0.1 0.4
O -1.0 0.0 0.2
H 0.9 -0.1 0.1
H 0.1 0.1 -0.3

=====

(9)
The following is a DFT calculation (the ωB97M-V functional and the def2-TZVPD basis) of 2 unconnected molecules or ions with the total composition C3H12N2O2.

Summary:
HOMO-LUMO gap	9.372	eV
E_HOMO	-8.73	eV

CARTESIAN COORDINATES (ANGSTROEM)
N 0.236 0.088 -1.606
C 0.719 1.092 -0.657
N 1.755 0.596 0.215
C 1.407 -0.134 1.410
C 0.570 -1.405 1.327
O -0.766 -1.233 0.886
H -0.653 0.342 -2.018
H 0.048 -0.783 -1.107
H -0.094 1.510 -0.067
H 1.187 1.910 -1.209
H 2.390 0.053 -0.369
H 0.980 0.555 2.142
H 2.334 -0.475 1.870
H 0.590 -1.847 2.324
H 1.049 -2.083 0.605
H -1.288 -0.803 1.584
O -3.373 0.509 -1.880
H -4.127 0.759 -1.337
H -2.965 1.351 -2.112

Forces on the atoms, in the same order (eV/Å):
N 0.3 -0.6 0.0
C -0.1 0.1 -0.2
N 0.2 -0.4 -0.4
C 0.0 -0.1 0.2
C 0.2 0.2 -0.2
O -0.4 0.2 0.3
H 0.0 0.1 0.0
H -0.1 0.5 -0.1
H -0.1 0.1 0.4
H -0.3 0.0 -0.2
H 0.0 0.1 0.2
H -0.3 0.1 0.0
H 0.3 0.1 0.0
H 0.0 -0.3 0.0
H -0.2 0.0 0.3
H 0.3 -0.2 -0.4
O 0.0 0.2 0.0
H 0.0 -0.1 0.0
H 0.0 0.0 0.0

=====

(10)
The following is a DFT calculation (the ωB97M-V functional and the def2-TZVPD basis) of 2 unconnected molecules or ions with the total composition C3H12N2O3.

Summary:
HOMO-LUMO gap	9.968	eV
E_HOMO	-9.15	eV

CARTESIAN COORDINATES (ANGSTROEM)
C 2.153 -1.660 1.047
N 1.275 -0.535 0.793
C 0.036 -0.767 0.089
N -0.213 -2.167 -0.126
O -1.030 -0.183 0.754
O 0.136 -0.147 -1.180
H 2.315 -2.199 0.117
H 3.104 -1.264 1.402
H 1.768 -2.366 1.793
H 1.091 -0.017 1.646
H -1.050 -2.264 -0.689
H -0.383 -2.622 0.766
H -0.998 0.786 0.622
H 0.934 -0.479 -1.602
C -1.834 2.835 -0.952
O -0.683 2.385 -0.274
H -1.572 3.370 -1.869
H -2.350 3.517 -0.280
H -2.499 2.005 -1.202
H -0.201 1.774 -0.856

Forces on the atoms, in the same order (eV/Å):
C 0.1 0.0 0.0
N -0.1 0.1 0.6
C 0.2 -0.3 0.1
N 0.1 0.0 0.1
O -0.2 0.3 0.0
O -0.6 0.2 -0.5
H 0.1 -0.1 0.1
H 0.1 -0.1 0.0
H 0.1 -0.1 0.0
H 0.0 -0.1 -0.2
H 0.0 0.1 0.0
H 0.0 0.0 -0.1
H 0.0 0.0 0.0
H 0.1 0.0 0.1
C -0.2 0.1 -0.1
O 0.5 -0.2 0.1
H 0.0 0.0 0.0
H -0.1 0.0 -0.1
H -0.1 0.0 0.0
H 0.0 0.1 0.1

=====

(11)
The following is a DFT calculation (the ωB97M-V functional and the def2-TZVPD basis) of 2 unconnected molecules or ions with the total composition C3H12N2OS.

Summary:
HOMO-LUMO gap (spin up / spin down)	2.154 / 8.899	eV
spin multiplicity	2
total charge	-1
E_HOMO (spin up / spin down)	1.19 / -5.46	eV

CARTESIAN COORDINATES (ANGSTROEM)
N 0.896 0.957 0.036
C 0.214 -0.343 0.100
C 1.168 -1.520 -0.008
S 2.678 -1.415 1.016
C -0.796 -0.501 -1.044
N -2.015 0.261 -1.045
H 1.221 1.138 -0.910
H 1.757 0.889 0.574
H -0.376 -0.306 1.010
H 1.512 -1.548 -1.044
H 0.718 -2.472 0.226
H 2.090 -1.842 2.140
H -0.286 -0.265 -1.971
H -1.045 -1.569 -1.099
H -1.896 1.240 -1.219
H -2.705 0.038 -0.355
H -1.077 2.471 1.987
H -0.639 2.407 0.513
O -1.420 2.380 1.091

Forces on the atoms, in the same order (eV/Å):
N 0.1 0.4 -0.3
C -0.4 0.5 -0.2
C 0.4 0.3 0.2
S 0.4 0.2 -0.1
C -0.1 -0.3 0.0
N -0.2 -0.2 -0.8
H -0.1 -0.2 -0.2
H -0.1 0.0 0.2
H 0.1 -0.4 0.4
H 0.2 -0.2 0.0
H -0.5 -0.4 0.0
H -0.2 -0.1 0.1
H 0.3 -0.1 -0.3
H 0.0 0.2 0.0
H -0.1 0.2 0.4
H 0.2 0.2 0.4
H 0.1 0.0 -0.2
H 0.2 -0.5 0.3
O -0.4 0.5 0.2

=====

(12)
The following is a DFT calculation (the ωB97M-V functional and the def2-TZVPD basis) of 2 unconnected molecules or ions with the total composition C3H12N2OS in a non-equilibrium geometry.

Summary:
HOMO-LUMO gap (spin up / spin down)	9.864 / 4.088	eV
spin multiplicity	2
total charge	+1
E_HOMO (spin up / spin down)	-13.32 / -13.31	eV

CARTESIAN COORDINATES (ANGSTROEM)
N 0.018 -1.161 -0.888
C -0.208 -0.108 0.064
C -1.717 0.074 0.414
S -2.786 0.726 -0.853
C 0.576 -0.258 1.361
N 1.991 -0.495 1.063
H -0.808 -1.334 -1.447
H -1.996 1.773 -1.175
H 0.273 -2.042 -0.451
H 0.125 0.811 -0.423
H -1.846 0.719 1.293
H -2.127 -0.914 0.647
H 0.533 0.656 1.917
H 0.109 -1.042 1.962
H 2.528 -0.550 1.929
H 2.094 -1.423 0.660
H 4.025 0.292 -1.242
H 3.258 0.550 0.081
O 4.139 0.585 -0.332

Forces on the atoms, in the same order (eV/Å):
N -1.4 -0.2 1.4
C 1.1 0.9 -0.3
C -1.1 -0.7 -0.6
S 0.6 0.0 0.1
C 0.6 -0.6 -0.4
N -0.5 -0.6 0.4
H 0.3 0.0 -0.6
H -0.2 0.1 0.0
H 0.3 -0.1 -0.2
H -0.1 0.3 0.1
H 0.5 0.0 0.0
H -0.2 0.2 0.2
H -0.3 0.6 0.3
H 0.0 -0.2 0.1
H -0.1 0.2 -0.1
H 0.3 0.1 -0.1
H 0.0 0.1 0.1
H 0.3 -0.2 -0.3
O 0.0 0.2 0.0

=====

Please write out number 7 again, unchanged.
The following is a DFT calculation (the ωB97M-V functional and the def2-TZVPD basis) of 2 unconnected molecules or ions with the total composition C3H12N2O2 in a non-equilibrium geometry.

Summary:
HOMO-LUMO gap	9.622	eV
E_HOMO	-8.89	eV

CARTESIAN COORDINATES (ANGSTROEM)
N 1.641 -0.559 -0.066
C 0.240 -0.922 -0.283
C -0.822 0.021 0.267
N -0.936 -0.145 1.714
C -2.155 -0.365 -0.395
O -3.334 -0.104 0.372
H 1.912 0.228 -0.637
H 1.767 -0.348 0.899
H 0.102 -0.974 -1.371
H 0.076 -1.937 0.081
H -0.644 1.068 0.084
H -0.378 -0.847 2.170
H -1.887 -0.235 2.032
H -2.178 -1.448 -0.518
H -2.258 -0.015 -1.416
H -3.332 0.843 0.558
O 3.923 1.583 -1.056
H 4.658 2.050 -0.643
H 3.603 2.106 -1.793

Forces on the atoms, in the same order (eV/Å):
N -0.7 -0.6 -0.4
C 0.7 0.7 -1.1
C -1.0 -1.2 0.9
N 0.0 0.5 0.5
C -0.4 -1.2 0.1
O 0.5 0.6 -0.1
H 0.1 0.1 0.2
H 0.4 0.4 0.6
H 0.0 -0.1 0.0
H -0.2 0.1 0.2
H 0.5 0.4 -0.4
H 0.2 -0.2 -0.4
H -0.1 0.0 -0.1
H 0.1 -0.2 0.2
H 0.1 0.7 -0.2
H -0.3 0.0 0.0
O 0.0 -0.3 0.3
H -0.2 0.1 -0.3
H 0.2 0.3 0.0